This record from the OMol25 dataset describes a structure of composition C18H34F4K2N2O26S4. The level of theory is wB97M-V/def2-TZVPD.

Geometry as XYZ:
```
90
Properties=species:S:1:pos:R:3:forces:R:3
K -3.563 3.008 -0.388 -0.39 -0.44 0.23
K -0.922 2.594 -3.311 0.35 -0.52 -0.36
N -1.306 1.555 -0.706 2.79 0.05 2.97
S -0.251 1.775 0.650 0.84 3.22 2.26
O 0.928 0.946 0.865 -2.35 0.62 -1.12
O -0.967 2.259 1.823 0.47 -1.15 -2.07
F 0.389 3.127 0.085 -0.10 -0.10 -0.35
S -1.406 -0.015 -0.513 -4.13 -5.19 -1.96
O -1.894 -0.516 0.767 1.45 1.52 -1.13
O -0.482 -0.812 -1.260 0.56 0.86 0.73
F -2.725 -0.167 -1.429 0.51 0.59 0.47
N -4.930 -0.040 -5.180 4.27 -0.72 -1.06
S -3.303 -0.333 -5.316 0.55 0.41 -5.39
O -2.913 -1.710 -5.597 -0.15 2.43 1.47
O -2.436 0.647 -4.640 -0.63 -1.48 0.23
F -3.293 0.291 -6.813 0.38 -0.16 0.62
S -5.035 -0.447 -3.709 -5.83 -1.06 2.54
O -5.157 0.713 -2.886 0.89 0.62 1.38
O -4.461 -1.665 -3.240 0.81 0.64 0.09
F -6.591 -0.863 -3.864 0.10 -0.05 0.52
C 2.823 -1.024 1.546 0.22 0.07 0.74
C 3.711 -1.906 2.344 -0.18 -0.51 2.08
O 5.016 -1.757 1.818 0.91 -0.18 -0.09
C 4.966 -0.941 0.743 1.58 -0.31 -1.27
O 5.862 -0.592 -0.004 -1.30 -0.78 1.89
O 3.709 -0.627 0.540 -1.63 1.48 -2.26
H 2.537 -0.125 2.093 -0.43 -0.28 -0.14
H 1.992 -1.660 1.239 -0.23 0.88 -0.74
H 3.293 -2.913 2.323 0.90 -0.36 -0.17
H 3.714 -1.582 3.385 0.26 -0.19 0.11
C -2.404 -3.686 0.438 0.05 -0.64 0.51
O -3.681 -3.195 0.065 -1.24 -0.16 -0.55
C -4.613 -4.057 -0.477 -0.17 1.31 -0.34
O -4.396 -5.128 -0.993 -0.58 1.12 0.99
O -5.812 -3.351 -0.381 1.12 -1.03 0.14
C -7.077 -3.977 -0.688 0.58 -0.63 -0.42
H -2.436 -4.761 0.263 0.61 0.03 0.14
H -2.238 -3.424 1.483 -0.49 -0.40 0.32
H -1.535 -3.193 0.002 -0.51 0.00 -1.07
H -6.955 -5.049 -0.844 0.16 -0.02 0.08
H -7.493 -3.573 -1.611 0.19 0.26 0.07
H -7.780 -3.825 0.130 0.29 0.22 0.08
C 3.623 2.840 1.866 -0.59 0.65 -1.11
O 4.004 2.929 3.243 0.06 -0.78 -1.43
C 3.053 3.233 4.100 -3.58 3.91 -0.82
O 1.959 3.826 3.888 2.87 -2.39 0.02
O 3.550 3.078 5.277 1.81 -1.75 1.57
C 2.893 3.480 6.428 -1.41 1.36 1.37
H 2.842 3.551 1.598 -0.36 -0.08 0.58
H 3.277 1.847 1.579 0.14 -0.04 0.32
H 4.402 3.150 1.169 0.68 -0.34 0.69
H 1.820 3.290 6.411 0.00 -0.01 -0.35
H 3.041 4.548 6.589 -0.18 0.22 -0.35
H 3.264 3.063 7.364 0.58 -0.76 -0.62
C 2.135 5.630 -1.455 0.81 -0.77 -0.85
O 3.050 4.516 -1.335 -0.13 0.17 1.54
C 2.683 3.379 -1.878 -0.78 -0.31 -1.88
O 1.731 3.252 -2.687 1.48 -0.18 1.81
O 3.575 2.473 -1.516 -0.25 0.60 -0.83
C 3.476 1.143 -2.049 -0.53 -0.44 0.28
H 2.630 6.488 -1.002 0.00 -0.17 -0.26
H 1.192 5.433 -0.944 0.02 -0.11 -0.23
H 2.095 5.640 -2.544 -0.97 1.19 0.10
H 4.461 0.691 -1.928 -0.31 -0.03 0.49
H 3.215 1.035 -3.102 -0.12 0.78 -0.06
H 2.675 0.720 -1.443 0.38 -0.80 -0.17
C -0.259 0.470 8.350 1.01 0.11 -0.15
O -1.059 1.134 7.394 -1.58 0.64 -1.57
C -0.856 1.035 6.027 -0.95 0.75 0.73
O -1.398 1.725 5.196 0.45 -0.57 1.24
O -0.026 0.054 5.825 1.72 -1.48 -1.11
C 0.412 -0.385 4.480 -1.11 1.31 0.82
H -0.750 0.429 9.323 -0.32 0.42 -0.28
H 0.620 1.114 8.393 0.43 -0.48 0.59
H 0.018 -0.555 8.103 -0.05 0.14 -0.31
H -0.144 0.147 3.708 -0.46 -0.22 0.12
H 0.188 -1.451 4.517 0.61 0.14 -0.46
H 1.432 -0.031 4.334 0.21 -0.69 0.35
C -0.928 -4.429 -7.306 0.23 -0.75 -1.62
O -0.401 -3.850 -6.170 -0.50 -2.02 2.01
C 0.144 -2.678 -6.157 -0.84 1.14 -3.39
O 0.299 -1.987 -7.124 0.49 0.81 -1.21
O 0.410 -2.356 -4.975 0.86 -0.93 4.37
C 0.902 -1.150 -4.484 -0.21 0.59 0.09
H -1.068 -5.496 -7.136 -0.18 0.13 0.55
H -0.181 -4.413 -8.100 -0.22 0.46 -0.35
H -1.880 -3.995 -7.611 0.17 0.23 0.00
H 0.129 -0.399 -4.647 0.16 0.31 -0.04
H 1.859 -0.844 -4.907 -0.07 -0.11 -0.28
H 1.009 -1.326 -3.414 0.03 0.17 -0.08
```
Positions in Å, forces in eV/Å.

The calculation puts the HOMO energy at -9.553 eV. The value obtained for the HOMO-LUMO gap is 7.70 eV. As for the electronic energy: -5964.05314 Ha. For the LUMO energy, the calculation gives -1.850 eV.

Here are the Mulliken charges for atoms 1 to 8, given in e: 0.91, 0.90, -0.27, 0.86, -0.10, -0.69, -0.25, 0.85


This record from the OMol25 dataset describes a structure of composition C18H34N9O4PS4W. The level of theory is wB97M-V/def2-TZVPD.

Geometry as XYZ:
```
71
Properties=species:S:1:pos:R:3:forces:R:3
W -0.545 -0.389 -0.883 1.09 -2.41 2.01
C 1.671 -5.610 -1.557 -0.15 -0.02 -0.04
C 2.212 -4.352 -1.002 -0.11 0.06 0.04
N 3.461 -4.082 -0.805 0.23 -0.17 -0.03
N 3.497 -2.813 -0.318 -0.14 0.09 0.08
C 2.288 -2.282 -0.205 0.08 -0.03 -0.27
S 1.754 -0.786 0.386 -0.37 0.58 -0.04
N 1.457 -3.245 -0.638 0.23 -0.03 -0.01
N 0.097 -2.999 -0.608 -0.42 0.23 0.18
H 2.494 -6.305 -1.694 0.00 -0.01 -0.02
H 1.192 -5.429 -2.520 0.01 -0.01 0.00
H 0.933 -6.058 -0.890 0.02 0.02 0.03
H 4.383 -2.396 -0.082 0.01 0.08 -0.01
H -0.406 -3.492 -1.356 0.13 0.01 -0.12
H -0.297 -3.319 0.276 0.06 -0.03 0.08
C 1.875 1.264 3.888 -0.12 -0.07 0.09
C 0.609 0.798 4.607 0.09 0.09 -0.26
C -0.244 -0.114 3.724 0.04 0.21 0.04
S -1.018 0.863 2.392 -0.18 -0.14 0.50
O -1.019 -0.101 1.197 -0.13 -0.24 -0.57
C -2.753 0.867 2.981 0.29 -0.10 -0.23
C -3.467 -0.475 2.810 -0.09 -0.02 -0.05
C -4.908 -0.293 2.335 0.08 0.04 0.11
H 2.442 1.951 4.513 0.01 0.02 -0.04
H 1.629 1.777 2.954 0.06 0.04 0.01
H 2.517 0.414 3.650 0.00 0.01 -0.02
H 0.023 1.666 4.925 -0.02 -0.05 0.11
H 0.878 0.243 5.506 -0.08 0.02 0.04
H -1.025 -0.630 4.281 -0.04 -0.03 -0.08
H 0.377 -0.843 3.204 -0.04 -0.03 -0.06
H -3.239 1.652 2.401 0.02 0.01 -0.01
H -2.699 1.195 4.020 0.04 0.10 0.00
H -3.468 -1.019 3.755 0.09 -0.01 -0.01
H -2.932 -1.078 2.077 0.03 -0.07 0.01
H -5.474 0.329 3.030 -0.04 0.00 -0.04
H -5.405 -1.259 2.267 -0.03 0.02 -0.02
H -4.942 0.170 1.345 0.01 0.01 0.01
N -3.888 3.642 -0.056 0.06 0.70 0.03
N -3.383 2.535 -0.641 0.30 -0.45 0.06
N -3.934 2.020 -1.714 -0.27 0.21 -0.10
C -3.094 1.065 -2.039 0.35 -0.09 -0.01
N -2.076 1.016 -1.154 -0.69 0.82 -0.09
N -2.276 1.981 -0.260 -0.38 0.23 -0.06
H -4.776 3.892 -0.468 -0.08 -0.10 -0.01
H -3.861 3.637 0.952 -0.01 -0.21 0.06
H -3.224 0.409 -2.884 0.02 -0.06 0.02
C 0.696 3.174 -0.525 -0.09 -0.28 0.16
P 0.768 1.645 -1.518 0.61 0.94 -0.82
C 0.204 2.255 -3.146 -0.07 -0.05 0.12
C 2.537 1.352 -1.801 -0.12 -0.11 -0.11
C 3.526 1.928 -1.012 -0.10 0.05 0.02
C 4.863 1.682 -1.291 0.03 0.02 0.01
C 5.214 0.869 -2.359 0.01 0.00 0.02
C 4.227 0.276 -3.137 -0.02 -0.06 -0.07
C 2.891 0.508 -2.855 -0.06 0.06 0.14
H 1.039 3.015 0.497 0.00 -0.01 0.00
H -0.329 3.538 -0.491 0.02 -0.01 0.01
H 1.323 3.922 -1.009 0.04 -0.02 -0.01
H 0.872 3.050 -3.476 0.01 0.02 0.03
H -0.809 2.650 -3.069 0.00 -0.01 -0.02
H 0.211 1.454 -3.881 -0.01 0.01 -0.02
H 3.265 2.569 -0.180 0.04 0.00 -0.02
H 5.629 2.137 -0.677 0.01 0.01 -0.03
H 6.257 0.707 -2.595 0.00 -0.02 0.02
H 4.499 -0.355 -3.973 0.01 0.00 0.01
H 2.118 0.037 -3.453 0.07 -0.01 -0.09
O -3.442 -1.745 -3.012 -0.17 -0.03 -0.01
S -2.268 -2.208 -2.357 0.18 -0.55 -0.83
O -1.972 -3.615 -2.346 -0.19 0.06 0.12
O -2.171 -1.641 -0.929 -0.12 0.46 0.21
S -0.586 -1.220 -3.105 -0.01 0.30 -0.16
```
Positions in Å, forces in eV/Å.

The calculation puts the HOMO energy (alpha / beta) at -13.773 / -14.338 eV. Its net charge is +2. The value obtained for the HOMO-LUMO gap (alpha / beta) is 6.94 / 7.51 eV. As for the electronic energy: -3500.72068 Ha. The multiplicity is 3. Its expectation value of S² is 2.015. Its energy above the lowest of the compared OMol25 structures with the same formula, charge and spin is 18.5 kcal/mol. For the LUMO energy (alpha / beta), the calculation gives -6.835 / -6.832 eV.

Here are the Mulliken charges for atoms 1 to 8, given in e: 2.24, -1.26, 1.01, -0.81, 0.43, -0.17, -0.14, 0.51


This record from the OMol25 dataset describes a structure of composition C18H35AlINO2P2Si. The level of theory is wB97M-V/def2-TZVPD.

Geometry as XYZ:
```
61
Properties=species:S:1:pos:R:3:forces:R:3
C 0.454 -1.348 -4.665 0.02 0.47 -1.02
C 0.488 -0.267 -3.618 -0.09 -0.51 0.89
H 0.468 -0.898 -5.677 -0.01 -0.32 0.34
H -0.457 -1.958 -4.550 0.34 0.17 0.01
H 1.330 -2.009 -4.553 -0.31 0.15 0.00
O 0.509 0.927 -3.834 -0.02 -0.12 -0.32
I 0.828 -1.537 1.299 -0.40 -1.27 0.77
Al 0.464 -0.954 -1.677 -0.81 0.11 -0.13
P 2.821 -0.959 -1.532 1.95 -0.46 0.82
C 3.634 0.582 -0.982 -0.32 0.30 -0.10
C 3.465 -2.206 -0.355 0.15 -0.08 -0.15
H 4.494 -2.470 -0.609 -0.06 0.04 0.01
H 4.756 -1.371 -2.917 -0.40 0.02 -0.05
H 2.836 -3.098 -0.411 0.20 -0.02 0.04
H 3.319 -2.315 -3.453 0.26 0.28 -0.03
H 3.287 0.859 0.013 0.06 -0.20 -0.35
H 3.420 -1.825 0.673 0.23 -0.11 -0.44
C 3.669 -1.337 -3.093 -0.26 -0.11 -0.18
H 4.724 0.440 -0.933 -0.33 -0.12 -0.15
H 3.437 -0.560 -3.834 0.09 -0.25 0.12
H 3.396 1.407 -1.664 0.11 -0.17 0.06
P -1.947 -0.797 -1.549 -1.20 -1.31 -0.10
C -2.718 0.804 -1.051 0.01 -0.22 0.26
C -2.756 -1.157 -3.100 -0.37 -0.07 -0.03
H -2.000 -2.987 -0.436 -0.41 0.49 -0.06
H -3.659 -2.260 -0.644 0.52 0.03 0.19
H -2.552 -1.659 0.628 -0.20 -0.44 -0.66
C -2.600 -2.056 -0.390 -0.29 -0.10 -0.10
H -2.447 -2.149 -3.434 -0.17 0.06 -0.14
H -3.833 -1.134 -2.914 0.04 -0.06 -0.36
H -3.821 0.724 -1.006 0.51 -0.04 -0.40
H -2.381 1.588 -1.736 -0.26 -0.06 -0.06
H -2.475 -0.394 -3.827 -0.11 -0.11 -0.14
H -2.384 1.074 -0.046 -0.23 -0.15 -0.92
C 0.351 1.170 -0.889 -0.76 6.78 3.43
O 0.702 2.361 -0.902 -0.04 -4.45 -1.74
C 2.580 1.511 2.036 0.32 0.17 -0.75
Si 0.725 1.598 1.729 1.23 0.58 2.76
C 0.326 1.016 3.461 -0.62 -0.08 0.00
C 0.186 3.404 1.760 -0.64 -0.01 -1.07
N -0.229 0.275 -0.227 2.24 2.32 -2.09
C -1.944 -0.008 1.890 -1.54 -1.04 3.90
C -2.068 -1.159 2.687 -0.28 0.27 0.66
C -2.822 -1.026 3.926 0.92 0.08 -2.09
C -3.375 0.225 4.210 -0.20 -0.18 0.34
C -3.245 1.347 3.399 0.72 -0.11 -1.59
C -2.503 1.236 2.145 0.41 -0.30 0.29
H 3.170 2.172 1.395 0.08 -0.20 0.20
H 2.938 0.477 2.010 0.12 0.32 0.00
H 2.672 1.864 3.082 -0.13 -0.07 -0.61
H 0.845 1.791 4.050 -0.26 -0.25 -0.04
H -0.728 1.012 3.723 0.32 -0.05 0.34
H 0.782 0.043 3.649 -0.06 0.18 0.23
H 0.205 3.956 0.808 0.02 -0.16 0.48
H -0.804 3.512 2.230 0.42 0.01 -0.12
H 0.951 3.836 2.433 -0.19 -0.29 -0.21
H -1.619 -2.137 2.444 -0.39 0.84 0.27
H -2.899 -1.943 4.565 -0.04 1.16 -0.60
H -3.956 0.306 5.114 -0.04 0.19 0.23
H -3.677 2.356 3.639 0.40 -1.28 -0.26
H -2.338 2.110 1.511 -0.26 -0.23 0.40
```
Positions in Å, forces in eV/Å.

The calculation puts the HOMO energy (alpha / beta) at -13.484 / -13.485 eV. Its net charge is +2. The value obtained for the HOMO-LUMO gap (alpha / beta) is 4.00 / 4.00 eV. As for the electronic energy: -2423.64425 Ha. Its energy above the lowest of the compared OMol25 structures with the same formula, charge and spin is 155.7 kcal/mol. For the LUMO energy (alpha / beta), the calculation gives -9.480 / -9.485 eV.

Here are the natural (NBO) charges for atoms 1 to 8, given in e: -0.75, 0.12, 0.26, 0.24, 0.24, -0.54, -0.08, 1.30


This record from the OMol25 dataset describes a structure of composition C18H35LaN6O3. The level of theory is wB97M-V/def2-TZVPD.

Geometry as XYZ:
```
63
Properties=species:S:1:pos:R:3:forces:R:3
La 9.638 9.010 9.463 0.17 0.83 0.78
C 7.752 11.374 12.332 0.64 0.23 0.43
C 6.826 10.747 11.310 1.25 -0.06 -1.37
N 7.348 9.303 11.102 -0.08 1.98 1.22
C 7.306 8.327 12.236 -2.37 0.80 0.06
C 8.629 7.743 12.452 1.43 -0.37 2.17
N 8.838 6.940 11.335 -0.07 -3.66 -4.06
C 9.849 5.853 11.345 0.69 -0.54 1.66
C 11.118 6.341 12.126 -0.70 1.87 -1.57
C 11.858 7.418 11.226 -1.67 -2.32 -0.36
N 11.216 8.654 11.172 1.65 2.96 0.37
C 11.941 9.752 11.907 -0.88 -1.79 0.85
C 10.880 10.719 12.413 -0.12 -0.53 1.26
N 10.036 11.124 11.325 1.37 2.72 -1.77
C 8.988 12.123 11.676 -0.29 -1.09 0.97
H 8.104 10.485 12.910 0.14 1.07 -0.03
H 7.254 12.038 13.069 0.11 -0.28 -0.62
H 6.978 11.320 10.327 -0.14 -1.10 1.02
H 5.750 10.861 11.487 0.15 -0.57 0.47
H 6.735 8.961 10.449 -1.76 -1.23 -2.20
H 6.589 7.490 12.016 0.69 0.55 -0.35
H 6.767 8.674 13.117 0.60 0.86 0.28
H 8.653 7.191 13.440 -0.05 0.37 -0.74
H 9.548 8.400 12.360 -1.23 0.21 0.98
H 8.004 6.525 10.831 1.16 0.83 1.38
H 10.061 5.530 10.292 0.08 0.59 0.84
H 9.553 4.885 11.872 -0.47 1.16 -0.45
H 11.798 5.563 12.288 0.86 -1.56 0.13
H 10.903 6.761 13.147 -0.10 -0.30 -1.04
H 11.953 7.022 10.205 -0.74 -0.71 -0.40
H 12.870 7.307 11.409 2.50 0.93 1.32
H 8.707 6.790 7.583 -0.80 -3.12 -1.89
H 12.903 10.178 11.507 -1.16 0.13 -0.61
H 12.331 9.324 12.828 0.19 -0.36 0.45
H 11.362 11.487 13.017 0.14 0.92 -0.40
H 10.211 10.279 13.197 0.64 -0.41 -0.71
H 10.709 11.653 10.645 -1.77 -1.30 1.21
H 8.721 12.623 10.717 0.01 -0.09 0.92
H 9.359 12.822 12.471 -0.11 -0.14 -0.91
N 9.577 12.240 5.637 0.77 -0.09 1.57
C 10.823 12.085 6.484 -0.15 0.41 0.89
C 10.632 11.035 7.626 -1.79 2.20 -0.85
O 9.920 11.449 8.645 0.92 -0.79 -1.47
O 10.988 9.876 7.452 0.70 -1.12 0.45
H 9.763 13.113 5.116 -1.01 -0.57 0.56
H 8.756 12.271 6.309 1.36 0.61 -1.38
H 11.097 12.985 7.050 -0.46 0.32 -0.08
H 11.712 11.945 5.867 -0.33 -0.79 -0.18
C 4.982 5.443 5.997 -0.53 -0.06 -0.12
C 5.442 5.071 7.388 -0.15 3.30 -0.65
C 5.807 3.846 7.812 0.07 -1.25 1.18
C 6.171 3.654 9.147 0.32 -0.55 -0.50
N 6.256 4.616 10.031 0.49 1.05 0.91
C 6.067 5.876 9.597 -0.31 0.43 -1.38
C 5.670 6.159 8.275 0.37 -1.04 1.67
H 5.728 6.060 5.522 0.44 0.14 -0.19
H 4.059 6.056 5.944 0.39 -0.43 0.51
H 4.812 4.579 5.368 0.03 -0.28 -0.10
H 5.811 2.960 7.221 -0.24 -0.31 -0.75
H 6.468 2.634 9.439 -0.29 0.54 0.21
H 6.283 6.767 10.254 -0.50 -1.43 -0.49
H 5.622 7.214 8.041 -0.32 -0.14 -0.57
O 8.898 7.552 8.021 0.25 2.37 1.50
```
Positions in Å, forces in eV/Å.

The calculation puts the HOMO energy at -7.020 eV. The value obtained for the HOMO-LUMO gap is 7.32 eV. As for the electronic energy: -1292.71536 Ha. Its energy above the lowest of the compared OMol25 structures with the same formula, charge and spin is 12.1 kcal/mol. For the LUMO energy, the calculation gives 0.303 eV.

Here are the Mulliken charges for atoms 1 to 8, given in e: 1.66, -0.29, -0.86, 0.20, -2.41, 1.13, 0.55, -0.90